Run a
{"formula": "C47H34F5N3O3P2S3Sc", "method": "wB97M-V/def2-TZVPD", "elements": ["Sc", "S", "P", "C", "P", "S", "C", "C", "C", "C", "C", "C", "C", "C", "C", "C", "C", "C", "C", "C", "C", "C", "C", "C", "C", "C", "C", "C", "C", "C", "H", "H", "H", "H", "H", "H", "H", "H", "H", "H", "H", "H", "H", "H", "H", "H", "H", "H", "H", "H", "F", "C", "C", "C", "C", "C", "F", "C", "C", "C", "C", "C", "C", "N", "H", "H", "H", "H", "H", "H", "C", "C", "C", "C", "N", "C", "C", "C", "C", "C", "C", "N", "H", "H", "H", "H", "H", "H", "H", "H", "F", "C", "F", "F", "S", "O", "O", "O"], "xyz": [[-0.010, -0.133, -0.237], [1.818, -0.870, 1.974], [0.043, -1.724, 2.363], [-1.229, -1.042, 1.452], [-2.254, 0.055, 2.277], [-1.553, 1.785, 2.978], [-3.714, 0.346, 1.206], [-4.121, -0.637, 0.311], [-5.315, -0.503, -0.382], [-6.105, 0.620, -0.193], [-5.698, 1.609, 0.690], [-4.510, 1.473, 1.389], [-3.171, -0.793, 3.632], [-3.790, -2.010, 3.358], [-4.533, -2.655, 4.329], [-4.660, -2.092, 5.593], [-4.044, -0.882, 5.872], [-3.308, -0.230, 4.892], [-0.160, -1.755, 4.176], [-0.798, -2.818, 4.810], [-0.967, -2.812, 6.185], [-0.495, -1.744, 6.935], [0.143, -0.685, 6.308], [0.311, -0.690, 4.933], [0.164, -3.514, 2.033], [-0.890, -4.179, 1.422], [-0.836, -5.553, 1.239], [0.274, -6.264, 1.667], [1.335, -5.600, 2.270], [1.281, -4.229, 2.450], [-3.490, -1.504, 0.165], [-5.621, -1.275, -1.077], [-7.036, 0.726, -0.738], [-6.309, 2.492, 0.834], [-4.176, 2.240, 2.077], [-3.679, -2.453, 2.375], [-5.009, -3.602, 4.105], [-5.235, -2.599, 6.358], [-4.132, -0.442, 6.858], [-2.822, 0.716, 5.094], [-1.167, -3.654, 4.229], [-1.473, -3.639, 6.668], [-0.630, -1.737, 8.010], [0.509, 0.152, 6.889], [0.808, 0.133, 4.435], [-1.740, -3.597, 1.087], [-1.658, -6.067, 0.755], [0.321, -7.337, 1.523], [2.209, -6.152, 2.593], [2.109, -3.699, 2.907], [3.433, -4.623, -0.788], [2.222, -4.091, -1.070], [1.945, -2.791, -0.714], [0.701, -2.217, -0.994], [-0.235, -3.013, -1.701], [0.083, -4.339, -1.993], [-0.807, -5.178, -2.593], [1.298, -4.906, -1.690], [-1.472, -2.354, -2.155], [-2.467, -2.973, -2.917], [-3.522, -2.227, -3.415], [-3.582, -0.875, -3.138], [-2.588, -0.337, -2.337], [-1.564, -1.039, -1.860], [2.702, -2.241, -0.170], [1.505, -5.942, -1.919], [-2.407, -4.026, -3.133], [-4.285, -2.707, -4.015], [-4.382, -0.244, -3.497], [-2.615, 0.704, -2.063], [1.992, -0.097, -4.558], [2.983, 0.869, -4.494], [3.129, 1.593, -3.328], [2.276, 1.335, -2.256], [1.343, 0.379, -2.310], [1.208, -0.310, -3.439], [2.335, 2.107, -1.000], [3.031, 3.306, -0.898], [2.987, 4.004, 0.295], [2.253, 3.489, 1.347], [1.588, 2.287, 1.167], [1.637, 1.609, 0.023], [1.833, -0.688, -5.449], [3.633, 1.054, -5.339], [3.899, 2.346, -3.247], [0.440, -1.072, -3.441], [3.563, 3.710, -1.747], [3.504, 4.950, 0.391], [2.166, 4.008, 2.291], [0.987, 1.856, 1.958], [-2.809, 4.645, -1.946], [-2.746, 3.547, -1.172], [-3.004, 3.900, 0.085], [-3.693, 2.694, -1.589], [-1.059, 2.804, -1.338], [-0.197, 3.801, -0.781], [-0.934, 2.513, -2.741], [-1.189, 1.585, -0.523]], "e_lumo_ev": 1.91, "total_charge": -1, "homo_lumo_gap_ev": 6.14}



Run b
{"formula": "C47H34F5N3O3P2S3Sc", "method": "wB97M-V/def2-TZVPD", "elements": ["Sc", "S", "P", "C", "P", "S", "C", "C", "C", "C", "C", "C", "C", "C", "C", "C", "C", "C", "C", "C", "C", "C", "C", "C", "C", "C", "C", "C", "C", "C", "H", "H", "H", "H", "H", "H", "H", "H", "H", "H", "H", "H", "H", "H", "H", "H", "H", "H", "H", "H", "F", "C", "C", "C", "C", "C", "F", "C", "C", "C", "C", "C", "C", "N", "H", "H", "H", "H", "H", "H", "C", "C", "C", "C", "N", "C", "C", "C", "C", "C", "C", "N", "H", "H", "H", "H", "H", "H", "H", "H", "F", "C", "F", "F", "S", "O", "O", "O"], "xyz": [[0.014, 1.182, 1.019], [0.281, 2.250, -1.807], [0.330, 0.426, -2.572], [-0.372, -0.958, -1.677], [0.710, -1.505, -0.378], [2.166, -0.366, 0.377], [-0.147, -2.527, 0.869], [0.177, -2.400, 2.214], [-0.417, -3.228, 3.149], [-1.325, -4.192, 2.741], [-1.646, -4.318, 1.397], [-1.059, -3.493, 0.457], [1.568, -2.919, -1.168], [2.723, -3.405, -0.572], [3.393, -4.476, -1.130], [2.903, -5.076, -2.279], [1.737, -4.608, -2.863], [1.063, -3.537, -2.304], [-0.740, 0.295, -4.050], [-0.537, -0.833, -4.839], [-1.372, -1.094, -5.906], [-2.412, -0.221, -6.195], [-2.605, 0.912, -5.421], [-1.775, 1.172, -4.340], [1.967, 0.246, -3.372], [2.152, 1.145, -4.423], [3.357, 1.200, -5.093], [4.391, 0.356, -4.719], [4.215, -0.526, -3.668], [3.009, -0.579, -2.987], [0.876, -1.644, 2.541], [-0.172, -3.093, 4.194], [-1.782, -4.849, 3.470], [-2.359, -5.067, 1.078], [-1.302, -3.577, -0.593], [3.107, -2.904, 0.305], [4.301, -4.833, -0.666], [3.440, -5.900, -2.728], [1.352, -5.075, -3.761], [0.161, -3.143, -2.750], [0.290, -1.488, -4.594], [-1.228, -1.980, -6.508], [-3.066, -0.427, -7.033], [-3.410, 1.591, -5.662], [-1.917, 2.053, -3.725], [1.337, 1.804, -4.690], [3.498, 1.900, -5.905], [5.338, 0.392, -5.240], [5.019, -1.180, -3.366], [2.894, -1.258, -2.158], [-4.633, 4.369, 0.041], [-3.333, 4.286, 0.434], [-2.669, 3.075, 0.386], [-1.337, 2.960, 0.813], [-0.719, 4.140, 1.301], [-1.410, 5.351, 1.286], [-0.811, 6.516, 1.669], [-2.720, 5.448, 0.868], [0.655, 4.022, 1.820], [1.165, 4.864, 2.811], [2.461, 4.687, 3.253], [3.232, 3.689, 2.678], [2.653, 2.877, 1.717], [1.396, 3.019, 1.310], [-3.208, 2.210, 0.012], [-3.233, 6.396, 0.868], [0.546, 5.629, 3.249], [2.858, 5.321, 4.032], [4.249, 3.524, 2.994], [3.223, 2.078, 1.247], [-2.275, 1.003, 5.143], [-2.679, -0.319, 5.019], [-2.673, -0.914, 3.774], [-2.250, -0.168, 2.671], [-1.791, 1.081, 2.814], [-1.810, 1.648, 4.011], [-2.376, -0.635, 1.275], [-3.442, -1.425, 0.926], [-3.617, -1.796, -0.444], [-2.794, -1.316, -1.381], [-1.656, -0.402, -1.036], [-1.422, -0.218, 0.402], [-2.289, 1.518, 6.091], [-2.999, -0.877, 5.887], [-2.962, -1.946, 3.650], [-1.446, 2.667, 4.054], [-4.166, -1.730, 1.664], [-4.432, -2.458, -0.705], [-2.895, -1.538, -2.436], [-1.873, 0.591, -1.514], [3.123, -0.008, 5.708], [2.742, 0.036, 4.424], [3.617, 0.824, 3.791], [2.882, -1.199, 3.940], [0.967, 0.644, 4.246], [0.965, 1.908, 4.923], [0.230, -0.425, 4.851], [0.833, 0.747, 2.797]], "e_lumo_ev": 2.49, "total_charge": -1, "homo_lumo_gap_ev": 6.63}



Computed energies relative to the best structure, in hartree: run a 0.0000; run b 0.0644



Run a
{"formula": "CH3IO2", "method": "wB97M-V/def2-TZVPD", "elements": ["C", "O", "O", "I", "H", "H", "H"], "xyz": [[-0.377, -0.383, 0.825], [-1.005, -1.256, 0.353], [0.123, 0.723, 0.229], [3.211, 0.108, -0.171], [-0.146, -0.114, 1.868], [2.967, 1.017, 1.082], [0.058, 0.602, -0.792]], "e_lumo_ev": 0.52, "homo_lumo_gap_ev": 10.54}



Run b
{"formula": "CH3IO2", "method": "wB97M-V/def2-TZVPD", "elements": ["C", "O", "O", "I", "H", "H", "H"], "xyz": [[-0.139, -0.799, 1.512], [0.697, -0.049, 1.878], [0.160, -0.350, -2.353], [0.786, 1.117, -1.499], [-1.059, -1.000, 2.028], [-0.059, -1.192, 0.500], [-0.384, 2.273, -2.066]], "e_lumo_ev": -0.35, "homo_lumo_gap_ev": 8.69}



Computed energies relative to the best structure, in hartree: run a 0.0000; run b 0.1575



Run a
{"formula": "C6H24KN12O6", "method": "wB97M-V/def2-TZVPD", "elements": ["K", "C", "O", "N", "N", "H", "H", "H", "H", "C", "O", "N", "N", "H", "H", "H", "H", "C", "O", "N", "N", "H", "H", "H", "H", "C", "O", "N", "N", "H", "H", "H", "H", "C", "O", "N", "N", "H", "H", "H", "H", "C", "O", "N", "N", "H", "H", "H", "H"], "xyz": [[0.473, -0.481, 0.170], [2.840, 2.197, -1.630], [1.994, 1.321, -1.554], [3.018, 2.882, -2.768], [3.742, 2.448, -0.671], [3.943, 3.154, -3.060], [2.433, 2.571, -3.529], [3.644, 1.862, 0.143], [4.079, 3.392, -0.574], [-1.836, -3.095, 1.251], [-1.762, -1.882, 0.960], [-2.783, -3.948, 0.824], [-1.191, -3.577, 2.315], [-3.320, -3.546, 0.070], [-2.869, -4.879, 1.185], [-0.897, -2.851, 2.950], [-1.086, -4.557, 2.507], [0.406, -0.675, 3.918], [1.112, -0.931, 2.939], [-0.560, 0.241, 3.909], [0.595, -1.177, 5.175], [-0.845, 0.479, 2.961], [-1.266, 0.092, 4.612], [1.289, -1.904, 5.227], [0.095, -0.751, 5.933], [3.926, -1.568, -2.955], [3.798, -1.093, -4.062], [3.141, -1.346, -1.872], [4.902, -2.463, -2.663], [2.518, -0.553, -1.954], [3.262, -1.652, -0.922], [5.414, -2.873, -3.427], [4.688, -3.068, -1.886], [-1.902, 1.694, -2.468], [-1.320, 0.863, -1.794], [-3.138, 1.500, -2.992], [-1.615, 3.003, -2.500], [-3.749, 0.741, -2.756], [-3.335, 2.171, -3.714], [-2.093, 3.629, -3.119], [-0.762, 3.203, -1.998], [-2.629, 1.408, 1.157], [-1.406, 1.325, 1.416], [-3.323, 2.500, 1.185], [-3.309, 0.396, 0.602], [-2.856, 3.345, 1.479], [-4.307, 2.581, 1.002], [-4.304, 0.373, 0.461], [-2.846, -0.499, 0.516]], "e_lumo_ev": -2.15, "total_charge": 1, "homo_lumo_gap_ev": 9.53}



Run b
{"formula": "C6H24KN12O6", "method": "wB97M-V/def2-TZVPD", "elements": ["K", "C", "O", "N", "N", "H", "H", "H", "H", "C", "O", "N", "N", "H", "H", "H", "H", "C", "O", "N", "N", "H", "H", "H", "H", "C", "O", "N", "N", "H", "H", "H", "H", "C", "O", "N", "N", "H", "H", "H", "H", "C", "O", "N", "N", "H", "H", "H", "H"], "xyz": [[0.110, -0.139, -0.718], [3.543, 0.793, -1.368], [2.826, 0.760, -0.365], [4.214, 1.917, -1.760], [3.754, -0.302, -2.146], [4.596, 2.024, -2.683], [4.171, 2.735, -1.181], [3.090, -1.054, -1.998], [4.216, -0.200, -3.033], [-3.575, -1.823, -0.324], [-2.495, -1.308, -0.610], [-3.888, -3.103, -0.701], [-4.473, -1.204, 0.482], [-4.820, -3.343, -0.992], [-3.132, -3.518, -1.223], [-4.225, -0.269, 0.762], [-5.174, -1.701, 0.998], [1.434, -0.446, 2.757], [0.532, 0.169, 2.190], [2.724, -0.497, 2.331], [1.195, -1.079, 3.940], [3.360, -1.124, 2.788], [2.948, -0.023, 1.468], [1.851, -1.704, 4.374], [0.251, -1.091, 4.280], [1.922, -3.002, -0.412], [1.594, -2.317, -1.383], [1.109, -3.046, 0.685], [3.127, -3.598, -0.211], [1.401, -3.479, 1.540], [0.177, -2.702, 0.565], [3.834, -3.569, -0.924], [3.424, -3.795, 0.726], [-0.253, 3.154, 0.401], [-1.068, 2.476, -0.239], [-0.627, 3.773, 1.564], [1.041, 3.209, 0.037], [0.092, 4.238, 2.085], [-1.456, 3.387, 1.976], [1.329, 2.554, -0.669], [1.744, 3.714, 0.543], [-4.270, 1.841, -1.963], [-5.321, 1.929, -2.561], [-3.181, 1.151, -2.427], [-4.060, 2.394, -0.719], [-2.423, 0.970, -1.796], [-3.293, 0.519, -3.198], [-3.120, 2.662, -0.454], [-4.753, 3.069, -0.438]], "e_lumo_ev": -2.48, "total_charge": 1, "homo_lumo_gap_ev": 8.81}



Computed energies relative to the best structure, in hartree: run a 0.0502; run b 0.0000